[1]
The following is a quantum chemistry calculation of a 2-piece molecular cluster, C4H12NO2 overall in a non-equilibrium geometry, from the Open Molecules 2025 dataset.

Computed properties:
**HOMO-LUMO gap**: 6.90 eV
**M**: 106.14 g/mol
**Charge**: -1
**F_max**: 4.93 eV/Å

Cartesian coordinates (Å):
C -0.47975 -1.00867 0.54962
N 0.81426 -0.77476 -0.05798
C 1.44257 0.64467 0.20760
O 1.02056 1.51903 -0.80751
C -1.24511 -2.39101 0.27282
C -2.68895 -2.46653 0.78013
H -1.25680 -0.13388 0.24670
H -0.28438 -1.08375 1.63975
H 0.84488 -0.96066 -1.08624
H 2.49320 0.43955 0.09608
H 1.17863 0.92375 1.21867
H -1.28459 -2.38860 -0.86369
H -0.67559 -3.31988 0.36771
H -2.89296 -1.75990 1.67790
H -2.91220 -3.49560 1.22935
H -3.47803 -2.20001 0.04609
H 1.44691 3.89241 -1.65516
H 0.99565 3.01065 -0.55643
O 1.22355 3.95953 -0.79447

[2]
The following is a quantum chemistry calculation of a 5-piece molecular cluster, H10O5 overall, from the Open Molecules 2025 dataset.

Computed properties:
**SMILES**: O.O.O.O.O
**HOMO-LUMO gap**: 11.08 eV
**M**: 90.07 g/mol
**Charge**: 0
**F_max**: 0.33 eV/Å

Cartesian coordinates (Å):
O -0.64321 -0.38094 -0.78628
H 0.20078 -0.76124 -0.50193
H -1.13240 -0.25944 0.03341
O -1.91688 0.64234 2.39339
H -1.43958 1.44575 2.63492
H -2.65043 0.93892 1.83977
O 2.49026 -0.80354 -1.72741
H 2.66287 -0.02105 -1.18991
H 3.13567 -1.45358 -1.42562
O 0.13490 -1.35355 2.08045
H -0.72379 -0.89930 2.13351
H -0.06336 -2.28585 2.22269
O -0.30186 1.93532 -2.75241
H -0.30395 0.99704 -2.50763
H 0.55100 2.25913 -2.44697